144
Properties=species:S:1:pos:R:3:forces:R:3:lowdin_charge:R:1 method="wB97M-V/def2-TZVPD" lumo_energy_ev=-0.8929 smiles="C[Si](C)(C)OCCc1c(-c2ccncc2)cc(CC=O)c2c1C(=O)C(I)=C(CCCF)C2=O.CN(C)C=O.CN(C)C=O.CN(C)C=O.CN(C)C=O.CN(C)C=O.CN(C)C=O.CN(C)C=O" mol_weight_da=1091.1
C 0.472152 3.544468 -2.659866 0.2800 -0.5089 0.0485 -0.16
Si 0.755642 2.028015 -3.739522 -0.3522 0.5732 -0.5527 0.44
C 1.327076 2.690672 -5.398199 -0.2202 -0.1790 0.5576 -0.16
C -0.871537 1.119037 -3.973083 0.2702 -0.2656 -0.1733 -0.13
O 1.953046 1.029700 -3.120797 -0.5011 0.3727 0.2504 -0.20
C 1.823335 0.766360 -1.728708 0.1646 -0.6845 -0.3334 -0.23
C 1.774162 -0.756221 -1.502880 -0.0610 0.3634 -0.2276 -0.10
C 2.347062 -1.144680 -0.171058 0.0118 -0.5496 0.0121 -0.07
C 3.685406 -1.572094 -0.048732 -0.1204 -0.2630 0.6229 -0.09
C 4.643913 -1.673554 -1.182637 -0.0650 0.3749 -0.0730 -0.17
C 4.414993 -2.445879 -2.317284 0.3170 0.2072 0.2159 -0.03
C 5.374190 -2.446343 -3.319558 -0.2405 -0.1845 -0.1060 -0.14
N 6.507342 -1.745893 -3.291722 -0.2187 -0.0755 0.3544 0.07
C 6.719580 -1.028286 -2.185188 0.2611 0.2314 0.0826 -0.12
C 5.834933 -0.953766 -1.117684 -0.4168 -0.4547 -0.2627 0.01
C 4.175565 -1.925658 1.212060 -0.1082 0.2456 -0.1103 0.05
C 3.408940 -1.857345 2.372517 0.2031 0.1945 -0.2340 -0.14
C 4.019576 -2.275196 3.682335 -0.8209 -0.2027 0.2059 -0.08
C 3.610115 -3.716173 3.950437 0.2897 0.2028 -0.2674 -0.22
O 3.563168 -4.491245 3.039140 -0.2465 -0.6380 -0.0447 0.06
C 2.098125 -1.401880 2.262289 0.3928 -0.1426 -0.4707 -0.03
C 1.585464 -1.066580 0.999787 0.0384 0.1475 -0.0090 -0.02
C 0.170808 -0.575148 0.985271 0.4350 -0.0547 0.3823 -0.40
O -0.631304 -0.804802 0.124643 -0.4408 -0.0234 -0.5271 0.09
C -0.200036 0.224218 2.190768 -0.1897 0.4834 0.1989 -0.53
I -1.470239 1.849885 1.824212 0.1213 -0.2504 -0.0786 1.00
C 0.279449 -0.089922 3.394260 -0.1206 0.3187 -0.1271 -0.22
C -0.016056 0.627316 4.675672 0.4225 -0.4377 0.1277 -0.15
C -1.089870 -0.032977 5.560748 -0.2329 0.5629 -0.2263 -0.15
C -2.229072 -0.702158 4.836875 -0.1983 -0.4968 0.6472 -0.22
F -3.103318 0.222980 4.279727 0.0898 0.1432 -0.2102 -0.10
C 1.220258 -1.248605 3.443659 -0.2173 0.1288 -0.4790 -0.28
O 1.247910 -1.989897 4.396922 0.1711 -0.1910 0.5778 0.14
H 0.077264 3.298019 -1.675515 -0.0430 0.0325 0.0893 0.02
H -0.267081 4.166862 -3.158738 -0.0336 0.1087 -0.0396 0.03
H 1.408224 4.090460 -2.538351 -0.0030 0.1557 0.0209 0.03
H 1.146257 2.001170 -6.219921 0.1785 -0.0907 -0.0776 0.02
H 0.729895 3.584608 -5.583709 -0.0328 0.0836 -0.1058 0.04
H 2.368512 2.993595 -5.368827 0.1348 -0.0172 -0.1820 0.02
H -1.746855 1.686078 -3.648282 0.3365 -0.1961 0.0183 -0.01
H -0.973730 0.928458 -5.044261 -0.0587 -0.0141 -0.0788 0.03
H -0.851831 0.133528 -3.505131 -0.1053 -0.0127 0.1978 0.03
H 2.676660 1.208214 -1.213849 0.0204 0.0793 0.1316 0.13
H 0.890602 1.171830 -1.330185 0.0697 0.2993 0.1838 0.09
H 2.297585 -1.216787 -2.328510 0.3436 0.0008 0.0131 0.10
H 0.743235 -1.068712 -1.599687 -0.1114 -0.1549 0.0954 0.11
H 3.511069 -3.027173 -2.406968 -0.0494 -0.1431 -0.1078 0.11
H 5.194742 -3.054157 -4.198995 0.0940 0.0263 -0.1111 0.10
H 7.635874 -0.448532 -2.123049 -0.1266 -0.2598 -0.0436 0.07
H 6.033036 -0.353648 -0.243461 0.2437 0.1491 -0.0317 0.12
H 5.199943 -2.266612 1.290412 0.0446 -0.1218 -0.0540 0.12
H 3.634382 -1.666006 4.494501 0.2916 0.1725 0.1570 0.11
H 5.104766 -2.235737 3.630092 0.1229 0.0582 0.0745 0.13
H 3.369434 -4.052383 4.968084 0.0550 0.2203 0.2409 0.13
H 0.913175 0.637353 5.247284 0.0496 0.0679 0.0851 0.12
H -0.239010 1.663032 4.441812 -0.3015 0.0574 -0.0066 0.07
H -0.658562 -0.753917 6.249169 0.1979 -0.1734 -0.1166 0.12
H -1.525078 0.756632 6.173886 -0.0581 -0.0171 0.1629 0.12
H -2.806458 -1.272127 5.566914 -0.0979 -0.0265 0.0219 0.12
H -1.908598 -1.405626 4.069139 0.0802 0.1507 -0.2313 0.12
C -6.265721 3.410950 -1.891033 0.0309 -0.0506 -0.2359 -0.05
N -5.117655 3.265208 -2.764954 -0.1562 0.0341 0.0620 -0.19
C -5.329584 3.035968 -4.184791 0.1685 0.0022 0.0642 -0.04
C -3.856527 3.332182 -2.307532 0.1666 -0.0339 0.0596 -0.32
O -2.861242 3.209665 -2.999654 -0.3336 0.3021 0.1103 -0.01
H -6.879447 2.509204 -1.922562 -0.0450 0.0212 0.0786 0.09
H -6.871339 4.262826 -2.207077 -0.0447 -0.0033 0.0688 0.09
H -5.936397 3.573699 -0.867215 0.0367 -0.0092 0.0056 0.08
H -4.874040 2.091236 -4.482296 -0.0172 0.0077 -0.0566 0.09
H -4.865371 3.834068 -4.764931 -0.0168 -0.0283 -0.0506 0.09
H -6.395815 3.007026 -4.393345 -0.0204 0.0055 0.0452 0.09
H -3.797156 3.505178 -1.219935 -0.0161 0.0075 0.0048 0.13
C 5.605075 -7.257325 -1.030544 -0.1382 0.1456 0.0951 -0.06
N 5.533159 -6.034915 -0.259450 0.0322 -0.0712 -0.1118 -0.19
C 4.239025 -5.540866 0.188880 0.2209 0.0367 0.1041 -0.02
C 6.626061 -5.321926 0.064895 0.0762 0.0297 -0.0282 -0.35
O 6.612815 -4.287240 0.707983 -0.0398 0.0115 0.0069 0.01
H 5.032039 -7.153129 -1.954529 0.0282 -0.0766 -0.0283 0.09
H 5.195627 -8.089735 -0.454156 0.0204 -0.0547 -0.0622 0.09
H 6.639991 -7.480143 -1.282698 0.0188 0.0250 0.0112 0.08
H 4.076369 -4.541293 -0.217634 -0.1056 0.0033 0.0729 0.08
H 4.232259 -5.477158 1.275952 -0.1343 0.0502 -0.1887 0.06
H 3.446472 -6.205475 -0.147612 0.0642 -0.0588 -0.0544 0.09
H 7.562604 -5.765889 -0.314142 -0.0115 -0.0052 0.0026 0.13
C -6.954440 -3.086874 3.166351 0.2072 0.2524 0.0210 -0.04
N -6.842358 -1.752372 2.596126 -0.0661 -0.0745 -0.0369 -0.18
C -5.625791 -0.989314 2.826270 -0.0906 0.0454 -0.2052 -0.03
C -7.816019 -1.188161 1.867863 -0.0571 -0.1955 0.0807 -0.35
O -7.762162 -0.065181 1.388750 -0.0202 -0.0458 -0.0870 -0.02
H -6.873707 -3.023256 4.249976 -0.0421 -0.2006 0.0181 0.07
H -6.155897 -3.722940 2.778772 -0.0443 -0.0466 0.0161 0.09
H -7.914695 -3.530706 2.914808 -0.0336 0.0542 -0.0182 0.09
H -5.867593 -0.059238 3.336217 0.2455 -0.0243 -0.0236 0.06
H -5.155957 -0.744417 1.872862 0.0755 0.0376 0.0392 0.10
H -4.933367 -1.564255 3.433453 -0.0588 -0.0508 0.0307 0.08
H -8.698658 -1.837530 1.745150 0.0281 -0.0003 -0.0202 0.14
C 8.765715 3.458910 -4.472614 0.0566 0.0907 0.1984 -0.05
N 8.864117 2.989023 -3.104601 0.0331 0.0845 -0.1276 -0.20
C 9.338134 3.896950 -2.073400 -0.0486 -0.1677 0.0424 -0.04
C 8.529265 1.736917 -2.754530 -0.0419 -0.0913 0.0326 -0.34
O 8.590037 1.295062 -1.619606 0.1588 0.2959 -0.0058 0.00
H 9.747049 3.775361 -4.831873 -0.0273 0.0079 -0.0757 0.09
H 8.078185 4.304651 -4.530408 -0.0029 -0.0059 -0.0861 0.09
H 8.396017 2.662181 -5.114056 -0.0128 -0.0273 0.0233 0.08
H 10.234081 3.491799 -1.602484 0.0020 0.0477 0.0387 0.09
H 8.575506 4.017851 -1.303751 0.0364 0.0385 0.0307 0.09
H 9.564763 4.863551 -2.515699 -0.0129 -0.0070 -0.0463 0.08
H 8.180316 1.125296 -3.604272 -0.0112 0.0141 -0.0027 0.13
C 3.865123 1.148619 -10.240829 -0.1876 0.1513 0.0121 -0.06
N 3.357691 2.199642 -9.383404 0.0419 -0.1068 -0.1050 -0.20
C 2.124530 2.879358 -9.743197 0.0794 0.0391 0.1558 -0.04
C 3.989775 2.574937 -8.253124 0.0483 -0.0143 0.0940 -0.35
O 3.598244 3.447139 -7.505041 0.0822 0.0841 -0.0912 0.01
H 4.065518 1.541137 -11.240166 0.0389 -0.0773 -0.0242 0.09
H 3.134423 0.340915 -10.319654 0.0597 -0.0521 -0.0426 0.09
H 4.788761 0.746431 -9.830120 0.0059 0.0146 0.0310 0.08
H 2.308915 3.946900 -9.867501 -0.0620 0.0088 -0.0113 0.09
H 1.384435 2.753915 -8.952284 -0.0371 0.0414 -0.0283 0.09
H 1.738696 2.466343 -10.671862 0.0332 -0.0336 -0.0106 0.08
H 4.913439 2.001509 -8.061969 -0.0106 -0.0152 -0.0256 0.13
C -8.193092 -0.797878 8.376061 0.3421 0.0058 0.1075 -0.06
N -7.655236 -2.012158 7.791649 -0.1582 -0.0193 0.1652 -0.19
C -6.354011 -2.493075 8.218423 -0.0869 -0.0827 -0.1311 -0.04
C -8.317558 -2.693119 6.847506 -0.0404 0.1069 -0.2653 -0.36
O -7.908503 -3.696329 6.285797 0.0609 -0.0466 0.0959 -0.01
H -7.513624 0.024546 8.159234 -0.1457 0.1320 0.0160 0.07
H -8.303765 -0.905883 9.457929 -0.0454 -0.0392 -0.0194 0.09
H -9.164659 -0.575376 7.941689 0.0091 -0.0030 -0.0417 0.08
H -5.672907 -2.531694 7.367392 0.0485 -0.0108 0.0349 0.09
H -6.442878 -3.500024 8.627823 0.0637 -0.0013 0.0063 0.09
H -5.951064 -1.825769 8.975461 -0.0312 0.0386 -0.0033 0.09
H -9.283525 -2.230062 6.584197 -0.0341 -0.0388 0.0661 0.13
C -7.043505 2.614409 2.859594 -0.0435 0.0652 0.1426 -0.05
N -6.862679 2.500983 4.296130 0.0175 0.1128 -0.0758 -0.18
C -6.340920 3.632390 5.043210 -0.0202 -0.1871 0.1082 -0.04
C -7.162115 1.373975 4.958289 -0.1266 -0.1572 -0.0493 -0.35
O -7.032919 1.206740 6.160023 0.0610 0.1052 0.0572 0.00
H -6.086023 2.829469 2.380099 -0.0007 -0.0094 -0.0613 0.09
H -7.742459 3.422398 2.633914 0.0108 0.0313 -0.0432 0.09
H -7.438099 1.683107 2.453941 0.0917 0.1140 0.0284 0.05
H -5.414830 3.352253 5.546383 0.0129 0.0592 0.0251 0.09
H -7.059347 3.942438 5.802764 0.0375 0.0500 0.0233 0.09
H -6.149928 4.459345 4.364415 -0.0160 -0.0240 -0.0455 0.08
H -7.547883 0.580269 4.298043 -0.0949 0.0541 0.0161 0.13